Record 1
# C47H38N4O7PSV

C47H38N4O7PSV as an isolated structure (ωB97M-V/def2-TZVPD, OMol25).

Summary:
⟨S²⟩	3.759
E_tot	-4243.269623	Ha
frontier orbital gap (alpha / beta)	6.6 / 8.0	eV
net charge	-1
2S+1	4
HOMO (alpha / beta)	-4.1 / -5.6	eV

Cartesian coordinates (Å):
V -0.13 0.68 0.00
C -4.35 -1.06 4.61
C -4.37 -0.29 3.46
C -3.19 0.00 2.80
C -1.97 -0.47 3.29
C -1.96 -1.27 4.43
C -3.14 -1.56 5.09
P -0.47 -0.02 2.36
C 0.62 -1.45 2.66
C 1.78 -1.40 3.42
C 2.58 -2.53 3.55
C 2.21 -3.71 2.93
C 1.05 -3.76 2.16
C 0.26 -2.63 2.01
C 0.27 1.35 3.34
C 0.11 1.49 4.69
C 0.73 2.56 5.37
C 1.49 3.46 4.68
C 1.67 3.34 3.28
C 2.46 4.27 2.56
C 2.61 4.14 1.21
C 1.95 3.08 0.52
C 1.16 2.14 1.15
C 1.05 2.28 2.58
H -5.27 -1.30 5.13
H -5.31 0.07 3.06
H -3.21 0.56 1.87
H -1.02 -1.68 4.80
H -3.13 -2.18 5.98
H 2.07 -0.48 3.91
H 3.49 -2.49 4.14
H 2.83 -4.60 3.03
H 0.76 -4.68 1.66
H -0.62 -2.67 1.37
H -0.50 0.79 5.24
H 0.59 2.67 6.44
H 1.98 4.28 5.20
H 2.95 5.08 3.09
H 3.22 4.84 0.66
H 2.07 3.04 -0.56
C -1.12 5.35 0.77
C -2.38 4.58 0.57
N -3.56 4.94 0.95
N -4.35 3.88 0.58
C -3.69 2.86 -0.01
S -4.27 1.43 -0.60
N -2.41 3.34 -0.02
N -1.31 2.63 -0.47
H -1.36 6.29 1.26
H -0.63 5.55 -0.18
H -0.42 4.79 1.40
H -5.34 3.90 0.74
H -1.22 2.65 -1.49
H -0.46 3.05 -0.08
O 1.79 -0.35 -0.34
C 2.13 -0.41 -1.74
C 1.51 0.83 -2.47
O 1.91 1.12 -3.59
O 0.59 1.42 -1.82
C 1.50 -1.70 -2.28
C 1.41 -2.80 -1.44
C 0.81 -3.97 -1.88
C 0.32 -4.06 -3.18
C 0.44 -2.97 -4.03
C 1.02 -1.79 -3.58
C 3.65 -0.46 -1.90
C 4.49 -0.40 -0.80
C 5.87 -0.44 -0.96
C 6.42 -0.56 -2.23
C 5.58 -0.64 -3.33
C 4.21 -0.59 -3.17
H 2.17 0.46 0.04
H 1.76 -2.73 -0.42
H 0.71 -4.81 -1.20
H -0.17 -4.96 -3.51
H 0.03 -3.02 -5.03
H 1.08 -0.93 -4.24
H 4.09 -0.33 0.20
H 6.51 -0.39 -0.09
H 7.50 -0.60 -2.35
H 6.00 -0.74 -4.32
H 3.56 -0.64 -4.03
O -2.20 -2.81 -0.24
C -1.92 -1.89 -1.01
O -1.16 -0.90 -0.74
C -2.50 -1.88 -2.41
C -3.28 -2.95 -2.83
C -3.79 -3.03 -4.13
C -3.46 -1.99 -4.97
O -3.85 -1.79 -6.28
C -2.98 -0.76 -6.73
O -2.59 -0.01 -5.59
C -2.70 -0.92 -4.55
C -2.20 -0.82 -3.28
H -3.47 -3.73 -2.11
H -4.39 -3.86 -4.46
H -3.50 -0.12 -7.44
H -2.09 -1.23 -7.18
H -1.59 0.01 -2.96

Mulliken atomic charge list, values in e, 4 entries:
1 V 1.1354
2 C -0.5405
3 C -0.5484
4 C -0.1068

---

Record 2
# C16H27NO5

One molecule with the formula C16H27NO5 (ωB97M-V/def2-TZVPD, OMol25).

Summary:
E_tot	-1056.739682	Ha
frontier orbital gap	8.9	eV
SMILES string	COCCCNCCOCCOc1c(OC)cccc1OC
HOMO	-8.0	eV

Cartesian coordinates (Å):
C -6.17 -1.61 0.70
O -5.06 -0.76 0.72
C -4.68 -0.31 -0.56
C -3.46 0.59 -0.43
C -2.24 -0.18 0.06
N -1.05 0.66 0.05
C -0.98 1.60 1.16
C 0.41 2.23 1.20
O 1.34 1.23 1.53
C 2.67 1.69 1.69
C 3.41 1.98 0.37
O 3.90 0.81 -0.25
C 2.97 -0.16 -0.57
C 1.91 0.06 -1.45
O 1.77 1.33 -1.95
C 0.60 1.63 -2.68
C 1.06 -0.99 -1.77
C 1.27 -2.25 -1.24
C 2.32 -2.48 -0.37
C 3.18 -1.44 -0.03
O 4.23 -1.54 0.83
C 4.51 -2.80 1.39
H -7.05 -1.11 0.28
H -6.38 -1.89 1.73
H -5.97 -2.52 0.11
H -4.45 -1.18 -1.20
H -5.51 0.24 -1.02
H -3.24 1.04 -1.40
H -3.70 1.39 0.28
H -2.05 -1.01 -0.62
H -2.46 -0.59 1.06
H -0.23 0.07 0.12
H -1.18 1.12 2.13
H -1.72 2.39 1.00
H 0.44 3.03 1.96
H 0.63 2.68 0.22
H 3.19 0.88 2.21
H 2.68 2.59 2.31
H 4.30 2.57 0.59
H 2.76 2.54 -0.32
H 0.67 2.70 -2.90
H 0.56 1.08 -3.62
H -0.29 1.43 -2.08
H 0.23 -0.84 -2.45
H 0.61 -3.06 -1.50
H 2.46 -3.47 0.04
H 5.38 -2.65 2.02
H 4.74 -3.54 0.62
H 3.68 -3.17 2.01

natural (NBO) atomic charge list, values in e, 4 entries:
1 C -0.2429
2 O -0.5444
3 C -0.0537
4 C -0.4234

---

Record 3
# C53H59Ge2HgN2O7S4

C53H59Ge2HgN2O7S4 as an isolated structure (ωB97M-V/def2-TZVPD, OMol25).

Summary:
⟨S²⟩	0.755
E_tot	-8591.653347	Ha
frontier orbital gap (alpha / beta)	4.8 / 7.1	eV
net charge	-2
2S+1	2
HOMO (alpha / beta)	-0.9 / -3.3	eV

Cartesian coordinates (Å):
Hg 1.97 -2.36 -0.03
O 2.41 -8.42 1.26
C 1.29 -8.23 0.60
O 0.49 -9.13 0.39
C 1.03 -6.85 0.14
C -0.13 -6.44 -0.48
N 0.00 -5.12 -0.71
N 1.16 -4.66 -0.28
C 1.81 -5.67 0.24
C 3.21 -5.42 0.76
O 3.75 -6.37 1.38
O 3.69 -4.28 0.54
H 2.97 -7.55 1.32
H -1.01 -7.00 -0.76
H -0.66 -4.47 -1.11
C -4.06 -2.41 4.33
C -3.00 -1.33 4.27
C -1.81 -1.46 4.98
C -0.82 -0.50 4.92
C 0.46 -0.68 5.70
C -1.02 0.65 4.13
C -2.24 0.82 3.46
C -2.53 2.07 2.65
C -3.20 -0.18 3.53
C 0.02 1.72 4.08
C 0.06 2.59 5.18
C 0.96 3.64 5.22
C 1.83 3.84 4.17
C 1.81 2.99 3.07
C 0.91 1.91 3.01
Ge 1.17 0.82 1.26
S 2.27 -1.04 1.96
S -0.94 0.05 0.62
Ge -0.20 0.04 -1.51
S 0.57 -1.97 -2.09
S 1.43 1.49 -1.35
C -1.74 0.47 -2.79
C -2.92 -0.32 -2.78
C -3.96 -0.05 -3.66
C -3.89 0.99 -4.56
C -2.76 1.77 -4.59
C -1.68 1.53 -3.72
C -0.54 2.47 -3.93
C -0.56 3.75 -3.38
C -1.65 4.18 -2.42
C 0.45 4.65 -3.71
C 1.46 4.31 -4.59
C 2.57 5.28 -4.93
C 1.46 3.04 -5.14
C 0.48 2.11 -4.83
C 0.53 0.72 -5.40
C -3.17 -1.42 -1.79
C -2.94 -2.76 -2.13
C -2.42 -3.16 -3.48
C -3.21 -3.74 -1.17
C -3.69 -3.42 0.09
C -3.88 -4.48 1.15
C -4.00 -2.10 0.36
C -3.78 -1.09 -0.57
C -4.25 0.32 -0.29
C 2.79 3.24 1.96
C 2.41 3.93 0.80
C 0.97 4.32 0.55
C 3.36 4.19 -0.18
C 4.68 3.79 -0.03
C 5.71 4.06 -1.10
C 5.04 3.08 1.11
C 4.11 2.80 2.11
C 4.51 1.98 3.30
H -3.66 -3.32 4.76
H -4.42 -2.64 3.33
H -4.91 -2.09 4.93
H -1.65 -2.35 5.58
H 0.37 -1.54 6.38
H 0.71 0.21 6.28
H 1.29 -0.87 5.02
H -1.87 2.89 2.91
H -3.57 2.38 2.81
H -2.40 1.85 1.59
H -4.14 -0.05 2.98
H -0.64 2.43 5.99
H 0.98 4.31 6.08
H 2.54 4.66 4.19
H -4.86 -0.67 -3.61
H -4.71 1.19 -5.24
H -2.67 2.59 -5.29
H -2.18 3.33 -2.00
H -2.38 4.81 -2.94
H -1.22 4.76 -1.60
H 0.44 5.64 -3.26
H 2.35 6.28 -4.54
H 2.71 5.36 -6.01
H 3.51 4.95 -4.49
H 2.26 2.75 -5.83
H 1.28 0.65 -6.19
H -0.44 0.42 -5.81
H 0.79 0.00 -4.62
H -2.82 -2.53 -4.27
H -2.66 -4.20 -3.69
H -1.33 -3.06 -3.49
H -3.04 -4.78 -1.43
H -4.00 -5.47 0.71
H -4.76 -4.27 1.76
H -3.01 -4.50 1.82
H -4.43 -1.83 1.33
H -4.85 0.34 0.62
H -4.85 0.70 -1.13
H -3.40 0.99 -0.16
H 0.42 4.44 1.48
H 0.48 3.54 -0.04
H 0.92 5.25 -0.01
H 3.06 4.71 -1.08
H 5.34 4.79 -1.82
H 5.95 3.14 -1.64
H 6.63 4.45 -0.66
H 6.06 2.74 1.22
H 5.59 1.83 3.33
H 4.04 0.99 3.26
H 4.20 2.44 4.24
O 3.89 -4.46 -2.39
H 3.08 -3.96 -2.53
H 4.06 -4.38 -1.44
O -0.54 -3.12 1.62
H -0.95 -2.28 1.34
H -0.04 -2.89 2.41
O 3.73 -0.82 -1.73
H 3.17 -0.03 -1.62
H 3.40 -1.23 -2.54

Mulliken atomic charge list, values in e, 4 entries:
1 Hg 1.9998
2 O -0.5939
3 C 0.4626
4 O -0.6862